Entry 1:
C22H36BNO6PPd | ωB97M-V with the def2-TZVPD basis set

Results
HOMO level (spin up / spin down)   -3.8874 / -5.2598 eV
Spin multiplicity   3
Net charge   -1
Strongest force on any atom   0.516 eV/Å
ΔE to the lowest compared entry with this formula, charge and spin   0.978 eV

Each line ends with the Löwdin spin population.
Element x y z (Å)
Pd (-0.09101, -0.10319, 0.42411)  1.24
P (0.20457, -2.57775, -0.00598)  0.02
O (-1.07216, 2.79006, 0.51081)  0.04
O (-3.58263, 0.20272, 2.94395)  0.01
O (1.18937, 2.66712, 0.22997)  0.04
O (2.16066, -0.26982, 1.17097)  0.08
O (-2.30814, -0.31866, 1.15082)  0.09
O (3.41476, 0.38962, 2.93191)  0.01
N (-0.08350, 0.20454, 2.54424)  0.11
C (-1.15853, 4.99999, -0.37455)  0.00
C (1.85194, -1.65282, -2.06396)  0.02
C (-0.96704, -3.75419, -0.83109)  0.00
C (2.35045, 0.17523, 2.34572)  0.01
C (-0.10570, 1.18114, 5.08436)  0.00
C (-2.39988, -3.24647, -0.60507)  0.00
C (-2.51497, 0.08250, 2.33696)  0.01
C (1.80858, -2.70205, -0.94980)  0.00
C (-1.25477, 0.42714, 3.13664)  0.01
C (1.59656, 4.03336, 2.12873)  0.00
C (2.16229, -4.07286, -1.52968)  0.00
C (-0.64491, -3.31581, 2.53214)  0.00
C (-1.19220, 4.58526, 2.07928)  0.00
C (-1.30129, 0.92122, 4.42890)  0.00
C (1.10170, 0.93904, 4.44255)  0.00
C (1.07633, 0.45321, 3.14757)  0.01
C (1.69082, 4.97010, -0.16753)  0.00
C (0.62913, -3.20699, 1.68319)  0.00
C (-0.87117, -5.24328, -0.50302)  0.00
C (0.96601, 3.99262, 0.74445)  0.01
C (1.54440, -4.41901, 1.83764)  0.00
C (-0.60664, 4.13232, 0.74911)  0.01
B (-0.00090, 1.95823, 0.23030)  0.23
H (1.69980, -0.65193, -1.67533)  0.02
H (2.17486, -4.85843, -0.77566)  0.00
H (3.15851, -4.03542, -1.98362)  0.00
H (-2.27493, 4.67777, 1.97808)  0.00
H (1.52493, 5.03038, 2.57175)  0.00
H (1.53262, 6.00277, 0.15254)  0.00
H (-3.09764, -3.77276, -1.26459)  0.00
H (1.12145, -5.33353, 1.42169)  0.00
H (-2.71646, -3.41951, 0.42721)  0.00
H (1.72127, -4.59251, 2.90392)  0.00
H (2.82590, -1.67290, -2.56360)  0.00
H (1.45838, -4.36460, -2.31499)  0.00
H (1.08099, -1.84499, -2.81799)  0.00
H (-1.08520, -5.43017, 0.54960)  0.00
H (-2.27185, 1.08818, 4.87517)  0.00
H (2.51712, -4.24201, 1.37602)  0.00
H (-0.38084, -3.40344, 3.59046)  0.00
H (0.10386, -5.66624, -0.73404)  0.00
H (-1.61924, -5.78829, -1.08856)  0.00
H (-2.48580, -2.17394, -0.77979)  0.00
H (2.76003, 4.75298, -0.12709)  0.00
H (-2.24853, 4.94336, -0.35110)  0.00
H (-0.73454, -3.62239, -1.89420)  0.00
H (-0.11359, 1.56868, 6.09614)  0.00
H (-0.78528, 5.55282, 2.38611)  0.00
H (-1.24444, -4.19132, 2.26925)  0.00
H (1.36412, 4.86360, -1.20140)  0.00
H (-1.27476, -2.43227, 2.41180)  0.00
H (-0.99424, 3.85038, 2.85960)  0.00
H (2.64960, 3.75921, 2.03877)  0.00
H (-0.82446, 4.63773, -1.34790)  0.00
H (2.06381, 1.11975, 4.90033)  0.00
H (2.55026, -2.41435, -0.20090)  0.00
H (-0.85853, 6.04525, -0.26082)  0.00
H (1.12856, 3.31122, 2.80039)  0.00
H (1.18703, -2.34600, 2.05360)  0.00

Atomic forces in eV per Å
Pd -0.202 -0.281 0.191
P 0.511 -0.021 -0.065
O 0.111 0.008 0.103
O 0.028 -0.058 -0.166
O -0.122 0.002 -0.053
O 0.140 0.023 0.100
O -0.110 0.088 0.128
O -0.046 -0.062 -0.153
N -0.026 0.272 -0.253
C 0.000 0.018 -0.060
C -0.003 -0.150 -0.036
C -0.223 0.165 0.016
C 0.057 -0.036 -0.144
C 0.014 -0.018 0.008
C -0.010 -0.066 0.006
C -0.039 0.013 -0.106
C -0.077 -0.159 -0.090
C 0.101 -0.069 0.020
C 0.026 -0.031 0.108
C 0.070 0.006 0.050
C 0.073 -0.002 0.002
C -0.025 0.014 0.014
C 0.027 0.028 0.077
C -0.056 0.014 0.113
C -0.074 -0.062 -0.005
C 0.035 -0.004 -0.022
C -0.178 -0.079 0.043
C -0.039 0.001 -0.049
C -0.101 -0.066 -0.083
C 0.002 0.014 0.039
C 0.055 -0.080 -0.042
B -0.007 0.232 0.176
H -0.037 0.186 0.118
H -0.001 -0.013 -0.008
H -0.061 0.005 0.002
H 0.027 -0.008 0.014
H 0.012 -0.047 0.009
H 0.012 -0.005 -0.005
H 0.025 -0.010 0.033
H -0.032 -0.012 -0.020
H 0.017 0.031 -0.061
H 0.005 -0.013 -0.024
H -0.048 -0.046 0.003
H 0.016 0.014 0.036
H 0.021 -0.005 0.008
H 0.004 0.000 -0.017
H 0.021 -0.017 -0.001
H -0.034 -0.028 -0.009
H -0.003 -0.002 -0.040
H 0.035 -0.006 0.011
H 0.024 0.004 0.027
H 0.003 -0.025 0.014
H -0.039 0.028 -0.006
H 0.050 0.003 -0.007
H 0.011 0.033 -0.040
H -0.004 0.016 0.007
H -0.036 -0.026 -0.018
H 0.047 0.026 0.005
H 0.006 0.022 0.034
H -0.007 -0.017 -0.017
H 0.015 0.051 -0.013
H -0.049 0.013 0.007
H -0.006 0.024 0.040
H -0.003 0.009 0.001
H 0.029 0.040 0.050
H -0.024 -0.041 -0.015
H 0.025 0.058 -0.042
H 0.069 0.105 0.060

=====

Entry 2:
C22H36Br2F4N5O6 | ωB97M-V with the def2-TZVPD basis set

Results
HOMO level   -11.8806 eV
Spin multiplicity   1
Net charge   +1
Strongest force on any atom   1.564 eV/Å

Each line ends with the Mulliken charge.
Element x y z (Å)
Br (-3.14189, -3.66898, 3.47267)  -0.14
Br (3.36588, -0.15543, 1.29634)  -0.04
F (-4.51188, -1.36110, -1.30073)  -0.37
F (0.39622, 2.07282, 0.72192)  -0.31
F (0.49953, -4.15412, 0.73206)  -0.25
F (2.39163, -1.25325, -1.77397)  -0.19
O (1.57790, -3.04262, -2.77129)  -0.46
O (-1.65745, 1.28177, 1.20013)  -0.35
O (-1.67089, 1.43285, -3.01243)  -0.57
O (0.57918, 4.14643, -3.08120)  -0.33
O (-0.55878, -4.19613, -1.18182)  -0.38
O (-2.10393, -0.72782, 5.67354)  -0.51
N (-0.17813, -2.01030, 5.46670)  -0.39
N (0.85373, -2.45234, -0.69063)  0.15
N (1.13022, -1.64541, 0.40906)  1.07
N (0.31670, 0.07621, 1.78247)  0.65
N (-0.78975, -0.41631, -0.20591)  1.95
C (1.13951, 6.16648, -4.18103)  -0.58
C (0.20185, -3.68686, -0.46854)  0.43
C (0.01831, 5.17390, -3.91352)  -0.54
C (-0.36572, 1.35931, 1.63930)  -0.61
C (3.29889, -2.97579, 0.68458)  -0.59
C (-1.98420, 0.06841, 0.49057)  1.15
C (2.37555, -1.84446, 1.18800)  -0.15
C (-0.32580, 0.17390, -1.51013)  -0.79
C (-0.46647, 0.14079, 4.21785)  -1.06
C (-2.49231, -0.98875, 1.49306)  0.43
C (0.21284, -0.68325, 0.68437)  -2.06
C (-2.06411, -3.47177, 1.88965)  -0.71
C (4.58637, -2.60888, -0.06232)  -1.53
C (-1.01348, -0.88556, 5.19464)  0.18
C (2.36928, 5.26118, -4.15472)  -0.60
C (-3.15900, 0.40002, -0.43760)  -1.47
C (-3.40523, -0.55350, -1.60240)  -0.32
C (2.00734, 4.27920, -3.05052)  -0.37
C (0.44304, -0.49218, 3.15300)  -0.87
C (-2.62999, -2.43245, 0.94108)  -0.91
C (-0.77493, 1.56737, -1.90398)  -1.17
C (1.61416, -2.31681, -1.85637)  0.54
H (-1.92572, 2.32947, -3.25748)  0.39
H (-0.77206, -2.83276, 5.46184)  0.26
H (2.47058, 4.73835, -5.10766)  0.28
H (2.46070, 3.29631, -3.19047)  0.23
H (4.43401, -1.90392, -0.86945)  0.35
H (1.47274, -0.41101, 3.48798)  0.82
H (1.19592, 6.89943, -3.37401)  0.27
H (5.37303, -2.29020, 0.60906)  0.43
H (-1.88081, -1.02339, 2.38765)  -1.44
H (-1.33557, 0.66563, 3.84169)  0.35
H (-0.59124, -0.50077, -2.32211)  0.68
H (-0.33571, 4.71429, -4.84205)  0.31
H (-2.02162, -4.44003, 1.40230)  0.54
H (-1.26006, 2.13969, -1.12189)  0.60
H (1.00974, 6.70262, -5.11855)  0.34
H (-0.32913, 1.93655, 2.55649)  0.60
H (2.29968, 4.66082, -2.06688)  0.29
H (0.07785, 2.15708, -2.22665)  0.18
H (0.13561, 0.82496, 4.81380)  0.57
H (3.60227, -3.53384, 1.56494)  0.58
H (-1.04646, -3.24632, 2.19711)  0.10
H (3.29892, 5.79037, -3.95644)  0.34
H (-2.22684, -2.55284, -0.05839)  0.12
H (-0.83297, 5.62263, -3.40052)  0.30
H (-4.07547, 0.42622, 0.13895)  0.69
H (2.13860, -2.05785, 2.21824)  0.64
H (-3.69225, -2.64181, 0.85546)  0.54
H (0.24722, -1.55664, 3.11242)  0.37
H (2.77903, -3.68483, 0.05718)  0.15
H (0.75526, 0.18651, -1.49347)  0.40
H (0.27596, -1.91886, 6.36608)  0.26
H (-3.47244, -0.68412, 1.83666)  1.15
H (-3.62833, -0.03289, -2.52500)  0.41
H (4.94239, -3.52872, -0.52371)  0.45
H (-3.05186, 1.40278, -0.83358)  0.39
H (-2.57509, -1.22950, -1.79141)  0.15

Atomic forces in eV per Å
Br 0.034 0.104 0.246
Br -0.048 -0.003 -0.043
F 0.213 0.037 0.026
F -0.180 -0.173 0.024
F 0.369 -0.123 0.534
F 0.211 0.410 0.062
O 0.058 -0.335 -0.435
O 0.062 -0.135 0.249
O -0.025 0.048 0.287
O 0.003 0.073 -0.058
O -0.465 -0.603 -0.887
O 0.200 -0.170 -0.236
N 0.009 0.004 -0.643
N 0.498 0.409 0.529
N -0.126 -0.100 0.143
N -1.333 -0.637 0.513
N 0.901 0.737 0.326
C 0.042 0.023 0.111
C -0.243 0.540 0.276
C -0.007 -0.044 -0.088
C 0.268 0.622 -0.456
C 0.465 0.244 -0.129
C -0.974 -0.337 0.057
C 0.756 0.057 -0.167
C 0.134 -0.547 -0.375
C 0.349 -0.258 0.091
C 0.235 -0.578 -0.134
C 0.090 0.172 -0.394
C 0.316 -0.156 -0.626
C -0.107 -0.540 -0.146
C -0.518 0.134 0.374
C -0.052 -0.050 -0.097
C 0.279 0.373 -0.779
C -0.400 -0.439 0.186
C 0.003 0.069 0.085
C 0.520 -0.094 0.193
C -0.578 0.380 0.577
C -0.364 0.394 -0.501
C -0.305 -0.161 -0.155
H 0.018 -0.051 -0.220
H -0.030 -0.082 0.412
H 0.011 -0.007 0.004
H -0.045 -0.027 0.001
H 0.085 0.242 0.060
H 0.178 0.151 -0.082
H -0.014 0.006 -0.004
H 0.013 0.354 0.047
H 0.217 0.071 0.103
H -0.065 0.110 -0.117
H -0.226 -0.026 -0.062
H 0.003 0.033 -0.015
H -0.182 -0.149 0.075
H 0.163 -0.105 0.349
H 0.005 -0.014 -0.024
H 0.057 -0.158 0.091
H 0.035 0.002 -0.013
H 0.201 -0.064 0.068
H -0.088 0.300 0.018
H -0.147 -0.095 0.164
H -0.023 0.138 0.269
H 0.000 0.020 0.018
H 0.262 -0.010 -0.076
H 0.003 -0.037 0.047
H -0.048 -0.050 0.259
H -0.359 0.025 0.081
H -0.098 -0.082 -0.291
H -0.216 -0.150 -0.216
H -0.421 -0.120 0.039
H 0.131 0.020 0.326
H 0.067 -0.055 0.097
H -0.038 0.343 0.116
H -0.047 0.164 0.008
H 0.075 -0.079 -0.039
H 0.144 0.079 0.002
H 0.089 -0.045 -0.036

=====

Entry 3:
C22H36CoN2O3PSSiTe | ωB97M-V with the def2-TZVPD basis set

Results
HOMO level (spin up / spin down)   -0.5423 / -4.4291 eV
Spin multiplicity   4
Net charge   -1
Strongest force on any atom   14.305 eV/Å

Each line ends with the Löwdin spin population.
Element x y z (Å)
Te (-1.93110, 2.12750, -3.08220)  0.01
Co (0.00000, 0.00000, 0.00000)  1.73
S (-0.16370, -0.11200, 2.15620)  0.07
P (-2.56860, 2.07890, -0.91470)  0.04
Si (0.72860, -2.24240, 0.00000)  0.13
O (-2.54490, 3.65250, -0.14750)  0.02
O (-4.16980, 1.39410, -0.70520)  0.01
O (-1.48320, 1.07800, 0.00000)  0.05
N (0.33820, 1.85140, -0.11780)  0.06
N (1.85600, -0.25050, -0.12730)  0.18
C (-4.43980, -0.12190, 1.14140)  0.00
C (0.16360, -4.90990, 3.15520)  0.00
C (0.73440, -4.15450, 2.12790)  0.01
C (-1.34040, -3.70920, -3.31660)  0.00
C (-1.00870, -3.02660, -2.14310)  0.07
C (-3.64590, 5.76060, -0.00140)  0.00
C (1.36130, -0.99880, 2.14540)  0.00
C (2.36730, -0.47890, 1.09180)  0.03
C (2.16740, 0.70540, -1.06570)  0.05
C (-1.98460, -3.91890, 2.69440)  0.00
C (-1.41730, -3.15960, 1.66750)  0.01
C (-0.40460, -4.53540, -3.93420)  0.06
C (0.15720, 1.57680, 2.32760)  0.01
C (-3.48580, 4.47310, -0.79480)  0.00
C (-4.49300, 1.32400, 0.66790)  0.00
C (-0.34750, 2.39310, 1.08930)  0.01
C (1.19870, -4.00390, -2.20470)  0.06
C (0.86360, -4.68250, -3.37900)  0.01
C (-0.04780, -3.26710, 1.36740)  0.01
C (-1.19470, -4.79220, 3.43790)  0.01
C (1.55570, 2.02590, -0.47810)  0.01
C (0.26670, -3.16480, -1.56790)  0.05
H (-4.74240, -0.17790, 2.20850)  0.00
H (-3.13120, 4.73470, -1.81560)  0.00
H (-1.45850, 2.33160, 1.10490)  0.00
H (-0.46470, 2.16850, -1.01800)  0.00
H (-5.13310, -0.74460, 0.53780)  0.00
H (2.69920, 0.51940, 1.41070)  0.02
H (-4.48770, 3.98940, -0.84130)  0.00
H (-3.84750, 1.95150, 1.32400)  0.00
H (-2.67190, 6.28990, 0.06780)  0.00
H (1.87660, -1.38200, -0.74340)  0.10
H (1.18030, -2.07400, 1.93540)  0.00
H (3.27130, 0.77070, -1.17270)  0.01
H (-0.32840, 1.97400, 3.24300)  0.00
H (-1.63770, -5.38250, 4.23520)  0.00
H (2.19790, -4.14060, -1.79340)  0.00
H (3.28830, -1.10110, 1.09130)  0.01
H (2.19110, -2.27380, 0.15570)  0.03
H (-0.07310, 3.46650, 1.17920)  0.00
H (-1.76480, -2.39160, -1.68510)  0.01
H (1.79920, -4.26980, 1.92920)  0.00
H (1.59480, -5.32820, -3.85840)  0.00
H (0.78150, -5.59210, 3.73310)  0.00
H (-0.66450, -5.06610, -4.84580)  0.01
H (1.24300, 1.69920, 2.47700)  0.00
H (-3.04560, -3.82960, 2.91190)  0.00
H (-3.40970, -0.52230, 1.03940)  0.00
H (-4.00990, 5.53200, 1.02280)  0.00
H (-2.33190, -3.59710, -3.74710)  0.00
H (-4.38130, 6.42360, -0.50490)  0.00
H (-1.28970, -0.93740, 0.00000)  0.04
H (2.09500, 2.29750, 0.44750)  0.00
H (1.80670, -0.92280, 3.15970)  0.00
H (-5.52630, 1.70940, 0.79800)  0.00
H (-2.06390, -2.48930, 1.10450)  0.01
H (1.71710, 2.87970, -1.17010)  0.00
H (1.72900, 0.57210, -2.07840)  0.02

Atomic forces in eV per Å
Te 0.097 0.282 -1.173
Co -1.971 -5.621 -1.309
S -1.622 -1.783 1.336
P 0.995 -4.146 3.948
Si -3.718 -1.492 -2.380
O -0.464 -2.973 -0.967
O 2.880 2.191 -0.451
O -13.433 1.891 -4.540
N -8.150 3.247 -2.276
N -1.197 -2.490 -3.699
C 0.077 -0.377 0.180
C 0.069 0.170 -0.228
C -0.742 -0.441 0.252
C 0.327 0.109 0.294
C -0.310 -0.455 -0.530
C 0.101 0.295 0.350
C 2.441 0.640 1.254
C 2.913 1.729 3.602
C 1.731 3.169 -0.127
C 0.299 0.005 -0.178
C 0.081 -0.621 0.356
C -0.266 0.006 -0.244
C 0.882 2.680 0.696
C -0.975 1.370 -0.466
C -0.800 -0.324 1.331
C 2.246 2.083 2.463
C -0.367 -0.456 -0.768
C 0.300 0.268 0.574
C -0.928 -1.012 0.484
C -0.026 0.031 0.004
C 8.147 2.786 -1.181
C 0.401 -0.012 0.388
H 0.133 -0.020 -0.539
H -0.315 -0.396 0.430
H 2.181 0.855 0.626
H 3.951 -1.044 2.711
H 0.411 0.319 0.345
H 0.493 0.145 0.809
H 0.632 0.071 -0.227
H -0.184 -0.273 -0.562
H -0.591 -0.255 0.027
H 1.143 2.270 -1.233
H 0.062 1.483 1.262
H -0.257 0.419 -0.330
H 0.227 -0.146 -0.419
H 0.046 0.051 -0.058
H -0.119 0.105 0.032
H -0.266 0.076 0.178
H 0.266 -2.441 0.693
H 0.266 -0.253 0.417
H 0.266 -0.024 0.054
H -0.089 0.124 -0.084
H -0.047 0.032 0.037
H -0.056 0.046 -0.041
H 0.020 0.037 0.062
H -0.277 0.157 -0.058
H 0.089 0.009 -0.013
H -0.549 0.247 0.000
H 0.233 0.228 -0.549
H 0.076 0.012 0.037
H 0.430 -0.362 0.299
H 0.957 -1.079 -0.579
H 0.798 -0.018 -0.257
H 0.151 -0.241 -0.479
H 0.436 -0.062 -0.171
H 0.308 0.014 -0.039
H 0.161 -0.155 0.030
H -0.002 -0.678 0.593